[1]
18
Properties=species:S:1:pos:R:3:nbo_charge:R:1 method="wB97M-V/def2-TZVPD" e_tot_ev=-12493.9965 homo_lumo_gap_ev=4.331 homo_energy_ev=-8.882
C 1.66056 0.28660 -0.70910 0.193
C 0.41009 0.28252 0.00741 -0.596
C 0.20269 -1.05105 0.77306 -0.021
O -0.91003 -0.90794 1.67120 -0.705
C 2.89021 -0.05950 -0.04560 0.281
O 3.00658 -0.04863 1.16778 -0.378
H -0.15437 -1.82548 0.09782 0.197
H 1.53681 0.66673 -1.71614 0.239
H 0.36801 1.04176 0.82172 0.379
H -0.44819 0.52908 -0.60026 0.322
H 1.15060 -1.33423 1.18734 0.177
H 3.76316 -0.35181 -0.65594 0.155
H -2.27788 0.41205 -0.80082 0.500
H -2.34224 0.63009 -2.37244 0.456
O -2.14616 -0.03981 -1.71238 -1.024
H -1.40499 -0.11316 1.27151 0.497
H -3.08296 0.83913 0.99827 0.453
O -2.22189 1.04364 0.61656 -1.125

***

[2]
18
Properties=species:S:1:pos:R:3:nbo_charge:R:1 method="wB97M-V/def2-TZVPD" e_tot_ev=-12499.6794 homo_lumo_gap_ev=10.905 homo_energy_ev=-10.358 smiles=CO[C@H](O)C(C)(O)O
C -1.80874 -0.94364 -0.45177 -0.258
O -1.58280 0.24458 0.28960 -0.537
C -0.35983 0.91571 0.02745 0.328
O -0.40143 1.47787 -1.29090 -0.759
C 0.97439 0.09755 0.15807 0.455
C 1.07004 -0.67637 1.46400 -0.638
O 1.13099 -0.81600 -0.92301 -0.714
O 2.08978 0.98489 0.09308 -0.712
H -1.49075 -0.85133 -1.49336 0.180
H -2.88422 -1.14364 -0.44266 0.190
H -1.31201 -1.79014 0.02776 0.178
H -0.30565 1.76138 0.72325 0.170
H -1.12930 2.12401 -1.24945 0.489
H 0.88625 -0.02590 2.32489 0.221
H 2.07559 -1.09636 1.58605 0.236
H 0.37112 -1.51661 1.49624 0.221
H 0.78214 -0.33932 -1.69894 0.475
H 1.89443 1.59334 -0.64031 0.474

***

[3]
16
Properties=species:S:1:pos:R:3:nbo_charge:R:1 method="wB97M-V/def2-TZVPD" e_tot_ev=-17192.4578 homo_lumo_gap_ev=9.012 homo_energy_ev=-8.317 smiles=C1CCSC1.O
C -1.52971 -0.02435 0.30969 -0.418
C -0.14686 -0.05982 -0.30904 -0.398
C 0.89119 0.27031 0.74180 -0.571
S 0.21728 1.24066 2.01422 0.200
C -1.51957 1.13537 1.37929 -0.525
H -1.70959 -1.05646 0.66724 0.209
H -2.33250 0.22729 -0.40981 0.218
H -0.07084 0.69778 -1.11260 0.206
H 0.15474 -1.03536 -0.73659 0.200
H 1.81558 0.66071 0.27432 0.237
H 1.14418 -0.68442 1.24174 0.201
H -2.05348 0.79236 2.28634 0.224
H -2.03707 2.03996 1.00599 0.216
O 2.52506 -1.07371 -2.64044 -0.938
H 1.59213 -1.36237 -2.51971 0.469
H 3.05945 -1.76795 -2.19242 0.471

***

[4]
17
Properties=species:S:1:pos:R:3:nbo_charge:R:1 method="wB97M-V/def2-TZVPD" e_tot_ev=-28025.5612 homo_lumo_gap_ev=9.761 homo_energy_ev=-9.478 smiles="CC[C@H](C)[S@@H](=O)=S"
C 1.98450 -0.27916 -0.91913 -0.613
C 0.79488 -0.67334 -0.01032 -0.411
C -0.32100 0.43417 -0.03918 -0.396
C -0.49043 1.10860 1.28599 -0.658
S -1.91487 -0.46397 -0.21297 1.425
O -2.00980 -1.48860 0.75833 -0.958
S -3.34670 0.77060 -0.42761 -0.413
H 2.50471 0.67704 -0.64949 0.210
H 2.93074 -0.96432 -0.77650 0.217
H 1.71631 -0.27447 -1.94965 0.205
H 0.31626 -1.50340 -0.46699 0.205
H 1.28243 -0.90101 0.96256 0.231
H -0.25337 0.94759 -0.90702 0.221
H -0.88940 0.27384 1.96508 0.247
H 0.50221 1.76503 1.51555 0.236
H -1.30545 1.83999 1.25849 0.236
H -1.50101 -1.26858 -1.38715 0.017

***

[5]
17
Properties=species:S:1:pos:R:3:nbo_charge:R:1 method="wB97M-V/def2-TZVPD" e_tot_ev=-28027.8450 homo_lumo_gap_ev=8.870 homo_energy_ev=-8.294 smiles=C1CSCSC1.O
C 1.18050 -0.58025 -0.78384 -0.428
C 0.00000 0.00000 0.00000 -0.540
S 0.55791 0.45022 1.64815 0.215
C 1.85617 1.65628 1.23691 -0.710
S 3.27456 0.89189 0.44086 0.208
C 2.46035 0.26233 -1.05116 -0.537
H 1.43111 -1.49361 -0.21076 0.216
H 0.89541 -0.89248 -1.80692 0.210
H -0.82177 -0.72829 0.14042 0.243
H -0.42683 0.90012 -0.48275 0.208
H 1.38243 2.43314 0.60644 0.217
H 2.35924 2.16770 2.08000 0.252
H 2.24930 1.15224 -1.67482 0.209
H 3.16167 -0.38394 -1.61325 0.237
O 1.48854 0.92363 5.75035 -0.936
H 2.21411 1.25612 5.17481 0.468
H 1.59828 1.41427 6.59620 0.469

***

[6]
17
Properties=species:S:1:pos:R:3:nbo_charge:R:1 method="wB97M-V/def2-TZVPD" e_tot_ev=-28023.3876 homo_lumo_gap_ev="7.253 / 7.690" homo_energy_ev="-6.967 / -7.077"
C 1.48127 -0.41238 1.70944 -0.692
C -2.27837 0.75321 -0.71125 -0.278
C -0.87185 -1.16211 -0.42189 -0.037
C 1.47009 -0.03575 0.21999 -0.366
O -1.30478 -0.24720 -1.24604 -0.518
S 2.72095 -0.51030 -0.91180 0.042
S 0.85494 1.63019 -0.01198 -0.034
H 0.67829 0.03062 2.28277 0.237
H 1.61257 -1.55368 1.70124 0.233
H 2.40838 0.08164 2.28994 0.210
H -2.55849 1.61553 -1.38437 0.214
H -1.98182 1.12600 0.29034 0.197
H -3.08434 0.12725 -0.41942 0.188
H -0.72029 -2.12767 -0.89265 0.179
H -0.85091 -0.97379 0.63355 0.164
H 2.26249 0.17505 -2.00553 0.141
H 0.16187 1.48338 -1.12236 0.120

***

[7]
17
Properties=species:S:1:pos:R:3:nbo_charge:R:1 method="wB97M-V/def2-TZVPD" e_tot_ev=-22109.1637 homo_lumo_gap_ev=7.615 homo_energy_ev=-8.120
C 1.59065 -2.37054 -0.13106 -0.380
C 1.30457 2.85431 -0.03951 -0.351
C 1.98950 -1.10311 -0.15424 -0.710
C 0.80995 1.63537 0.05335 -0.706
O -1.64737 -1.06225 0.29063 -1.119
Si -3.01064 -0.15432 0.20478 1.251
Si 1.53606 0.20608 1.17448 0.989
H 2.13784 -3.12652 -0.64490 0.196
H 0.58062 -2.53822 0.29808 0.183
H 0.92743 3.52762 -0.72408 0.188
H 2.18876 3.11192 0.54302 0.184
H 2.91087 -0.78025 -0.47444 0.199
H 0.16918 1.26753 -0.75391 0.205
H -1.17017 -1.56597 -0.46667 0.521
H -3.99796 -0.91623 -0.52492 -0.226
H -3.25174 -0.10843 1.68749 -0.200
H -3.06754 1.12301 -0.33809 -0.224

***

[8]
19
Properties=species:S:1:pos:R:3:nbo_charge:R:1 method="wB97M-V/def2-TZVPD" e_tot_ev=-50747.2131 homo_lumo_gap_ev=8.919 homo_energy_ev=-13.087 charge=+1
C -1.67152 -0.39017 -2.04082 -0.587
C 2.31048 -0.63677 0.83773 -0.592
C -1.18169 -0.95303 -0.66997 -0.750
C 1.52142 0.14017 -0.29218 -0.756
P -0.07850 2.43827 2.47923 0.106
P -2.18142 1.77286 2.27697 0.127
P -0.51204 0.17740 2.45790 0.080
P -1.03179 2.42329 0.42757 0.086
P -0.21280 0.32664 0.19809 0.898
H -2.36872 0.38332 -1.89430 0.223
H -0.75924 0.11118 -2.42586 0.202
H -1.99342 -1.20138 -2.63761 0.249
H 1.80144 -0.18232 1.64164 0.194
H 2.07193 -1.67343 0.92141 0.229
H 3.34312 -0.43557 1.05824 0.257
H -0.41195 -1.80684 -0.80168 0.256
H -1.88279 -1.35159 0.11185 0.259
H 1.52108 -0.37016 -1.26947 0.262
H 1.71644 1.22813 -0.37877 0.255

***

[9]
15
Properties=species:S:1:pos:R:3:nbo_charge:R:1 method="wB97M-V/def2-TZVPD" e_tot_ev=-15144.4726 homo_lumo_gap_ev=9.982 homo_energy_ev=-9.028 smiles=CC[C@H](C)S
C 0.66292 0.03297 -1.68397 -0.632
C 0.82363 0.44245 -0.17446 -0.402
C -0.14669 -0.29794 0.86795 -0.291
C -1.54794 -0.05454 0.33892 -0.629
S 0.37141 0.24034 2.58787 -0.055
H 0.24219 -0.94808 -1.76157 0.203
H 1.58494 0.09763 -2.24650 0.225
H -0.17227 0.67600 -1.99996 0.205
H 1.77937 0.05666 0.20116 0.203
H 0.59881 1.50167 0.00398 0.205
H 0.05423 -1.35014 0.70834 0.203
H -1.98079 0.89842 0.81442 0.210
H -2.30914 -0.82615 0.33100 0.220
H -1.33587 0.14926 -0.68959 0.211
H 1.37521 -0.61857 2.70242 0.124

***

[10]
15
Properties=species:S:1:pos:R:3:nbo_charge:R:1 method="wB97M-V/def2-TZVPD" e_tot_ev=-15145.3016 homo_lumo_gap_ev=9.780 homo_energy_ev=-8.951 smiles=CC(C)(C)S
C 0.14643 -1.16326 -0.95108 -0.617
C -0.19088 0.02249 -0.10448 -0.108
C 0.32249 -0.15672 1.30250 -0.623
C 0.32182 1.35675 -0.60355 -0.627
S -2.05599 0.13587 -0.10574 -0.081
H 1.27154 -1.23182 -1.03665 0.200
H -0.23026 -2.04521 -0.48984 0.216
H -0.21923 -1.01176 -1.98300 0.219
H 1.36807 -0.01280 1.29383 0.212
H 0.16900 -1.20926 1.66052 0.211
H -0.10990 0.62542 2.01397 0.222
H 0.05548 2.12382 0.11532 0.219
H -0.07711 1.74362 -1.54034 0.219
H 1.43626 1.34427 -0.68033 0.209
H -2.20775 -0.52142 1.10886 0.130

***

[11]
15
Properties=species:S:1:pos:R:3:nbo_charge:R:1 method="wB97M-V/def2-TZVPD" e_tot_ev=-15141.7336 homo_lumo_gap_ev=7.678 homo_energy_ev=-9.000
C 2.16569 -0.32362 0.28495 -0.605
C 0.84902 0.47341 0.13924 -0.404
C -0.34785 -0.25275 -0.49055 -0.408
C -1.68817 0.56502 -0.23823 -0.566
S -3.16430 -0.18708 -0.87885 0.043
H 2.16717 -1.27294 0.95949 0.202
H 2.43271 -0.78604 -0.71190 0.206
H 2.90517 0.31470 0.70122 0.212
H 1.08440 1.31742 -0.48679 0.204
H 0.52853 0.87878 1.15988 0.197
H -0.61638 -1.24563 0.00703 0.198
H -0.27835 -0.55244 -1.52618 0.216
H -1.77470 1.57005 -0.60729 0.210
H -1.81418 0.66365 0.92774 0.198
H -2.44875 -1.16251 0.76024 0.097

***

[12]
15
Properties=species:S:1:pos:R:3:nbo_charge:R:1 method="wB97M-V/def2-TZVPD" e_tot_ev=-15144.1351 homo_lumo_gap_ev=9.971 homo_energy_ev=-9.107 smiles="C=CC.CS"
C -1.90399 1.43259 0.39351 -0.402
C -1.71286 0.52625 -0.54567 -0.169
C -1.84820 -0.96533 -0.29103 -0.654
H -1.73452 2.49319 0.28241 0.202
H -2.30123 1.07267 1.33895 0.182
H -1.05087 0.68585 -1.39633 0.196
H -1.12544 -1.50265 -0.90322 0.218
H -1.73111 -1.19269 0.76662 0.209
H -2.82396 -1.35831 -0.58762 0.215
C 2.87734 -0.34380 0.56905 -0.734
S 1.62736 0.29442 -0.57436 -0.035
H 2.39842 -0.45219 1.54390 0.224
H 3.24342 -1.32095 0.27950 0.219
H 3.65675 0.39050 0.75749 0.216
H 2.42889 0.24044 -1.63320 0.113

***

[13]
15
Properties=species:S:1:pos:R:3:nbo_charge:R:1 method="wB97M-V/def2-TZVPD" e_tot_ev=-15139.9331 homo_lumo_gap_ev=4.932 homo_energy_ev=-6.210
C 0.29733 -0.50446 -1.69417 -0.662
C 1.57110 -0.26144 -0.79273 -0.360
C 1.05001 1.08317 -1.03279 -0.038
S -1.05775 -0.44242 0.94761 -0.767
C -1.69676 0.02012 2.63848 -0.732
H -0.10845 -1.40531 -1.24312 0.348
H -0.62450 0.05114 -1.99420 0.356
H 0.70909 -0.69122 -2.67873 0.235
H 2.44305 -0.60841 -1.25301 0.236
H 1.49013 -0.73402 0.20780 0.315
H 0.28193 1.56436 -0.42868 0.288
H 1.09222 1.55778 -2.01020 0.212
H -2.01669 1.09287 2.84948 0.189
H -2.50816 -0.70652 3.00531 0.195
H -0.92254 -0.01565 3.47896 0.183

***

[14]
15
Properties=species:S:1:pos:R:3:nbo_charge:R:1 method="wB97M-V/def2-TZVPD" e_tot_ev=-15143.8199 homo_lumo_gap_ev=9.433 homo_energy_ev=-8.382 smiles="C=C.CSC"
C 0.78650 -1.59201 1.79512 -0.405
C 1.74728 -0.98446 1.07709 -0.371
H 1.08917 -2.61912 1.98290 0.196
H 0.03865 -1.09958 2.38675 0.204
H 2.48212 -1.52573 0.50092 0.200
H 1.60695 0.06756 0.84117 0.179
C -0.61596 2.28138 -0.75012 -0.716
S -0.81026 0.99343 -2.07003 0.159
C -1.11846 -0.50292 -1.15536 -0.772
H -0.06036 1.85071 0.07141 0.216
H -0.00168 3.05313 -1.20376 0.224
H -1.59918 2.70543 -0.59807 0.218
H -0.65204 -1.38107 -1.60482 0.230
H -2.18205 -0.74136 -1.12709 0.211
H -0.71067 -0.50538 -0.14610 0.228

***

[15]
15
Properties=species:S:1:pos:R:3:nbo_charge:R:1 method="wB97M-V/def2-TZVPD" e_tot_ev=-15135.2103 homo_lumo_gap_ev="8.822 / 3.578" spin_multiplicity=2 homo_energy_ev="-12.222 / -12.222" charge=+1
C 0.04984 4.04168 1.21791 -0.373
C 1.03733 3.16862 1.07041 -0.401
H -0.81370 3.72227 1.78672 0.200
H 0.24216 5.07509 0.96212 0.204
H 0.81724 2.12546 1.26747 0.163
H 2.08079 3.45716 1.05935 0.207
C 0.28519 -1.84343 -1.92917 -0.814
S -1.08938 -1.54512 -0.82045 0.921
C -1.05312 -2.92929 0.28868 -0.822
H 0.66001 -0.89883 -2.30528 0.290
H -0.04839 -2.45612 -2.76652 0.296
H 1.08847 -2.23802 -1.31039 0.271
H -0.17160 -3.07838 0.87567 0.291
H -1.88787 -2.81828 0.97563 0.284
H -1.19696 -3.78281 -0.37214 0.284

***

[16]
16
Properties=species:S:1:pos:R:3:nbo_charge:R:1 method="wB97M-V/def2-TZVPD" e_tot_ev=-25980.1336 homo_lumo_gap_ev=9.943 homo_energy_ev=-9.144 smiles=CC[C@H](S)CS
C -1.39584 1.65753 -0.25705 -0.626
C -0.31151 0.77838 0.41382 -0.401
C 0.03407 -0.65605 -0.31467 -0.354
S -1.31243 -1.85479 -0.20961 -0.027
C 1.30884 -1.26176 0.27481 -0.488
S 2.90696 -0.26602 -0.14350 -0.090
H -1.52471 2.56129 0.36134 0.214
H -2.34316 1.16412 -0.34980 0.214
H -1.26461 2.05834 -1.26187 0.214
H 0.66489 1.34770 0.43772 0.223
H -0.47238 0.55032 1.47143 0.202
H 0.13321 -0.55328 -1.40440 0.222
H -1.66580 -1.79099 1.07454 0.116
H 1.44105 -2.35868 0.02982 0.235
H 1.18496 -1.19482 1.38563 0.217
H 2.61647 -0.18129 -1.50821 0.129

***

[17]
16
Properties=species:S:1:pos:R:3:nbo_charge:R:1 method="wB97M-V/def2-TZVPD" e_tot_ev=-25977.4700 homo_lumo_gap_ev="8.727 / 7.537" homo_energy_ev="-8.353 / -7.263"
C 0.37205 1.25501 0.83359 -0.692
C 1.80499 -0.77473 0.17222 -0.690
C -1.03016 0.08332 -1.76764 -0.544
C 0.47108 -0.19838 0.50464 -0.074
S -2.42620 -0.45455 1.34331 -0.129
S -0.57005 -1.31804 1.37967 0.153
H -0.66461 1.58590 0.86467 0.233
H 0.81837 1.46753 1.81164 0.209
H 0.90311 1.83645 0.08248 0.218
H 1.88711 -1.01713 -0.88593 0.234
H 1.97792 -1.69265 0.73433 0.220
H 2.59041 -0.05909 0.41636 0.218
H -0.21140 0.43827 -2.35853 0.171
H -1.31470 -0.94197 -1.88741 0.170
H -1.75998 0.78727 -1.43320 0.173
H -2.84795 -0.99721 0.18978 0.128

***

[18]
17
Properties=species:S:1:pos:R:3:nbo_charge:R:1 method="wB97M-V/def2-TZVPD" e_tot_ev=-36811.9068 homo_lumo_gap_ev=8.873 homo_energy_ev=-8.173
C -0.29605 -1.48233 -2.56885 -0.743
C -1.71583 -0.81713 0.06777 -0.717
C -0.23330 0.54963 1.76249 -0.665
C 2.07847 1.63884 1.02329 -0.760
H 0.04055 -2.63887 -2.52539 0.215
H 0.66310 -0.78586 -2.26672 0.230
H -0.40256 -1.45939 -3.57067 0.210
H -2.90596 -0.31657 0.19299 0.247
H -1.49762 -1.88531 0.70361 0.272
H 0.26384 -0.34107 1.95648 0.211
H -0.96517 0.85312 2.51590 0.229
H 2.26679 0.84290 1.65147 0.218
H 2.87397 2.40395 1.12478 0.228
H 1.99432 1.58886 -0.11466 0.233
S -1.98069 -1.01688 -1.84085 0.144
S -0.77742 0.74577 -0.04149 0.238
S 0.59355 2.12034 1.92984 0.210

***

[19]
15
Properties=species:S:1:pos:R:3:nbo_charge:R:1 method="wB97M-V/def2-TZVPD" e_tot_ev=-12179.6592 homo_lumo_gap_ev="4.909 / 8.083" spin_multiplicity=3 homo_energy_ev="-3.821 / -10.428"
C 2.03249 0.53676 0.85756 -0.268
C 1.59254 -0.55293 -0.25273 -0.461
C 0.59507 0.59824 -0.19153 -0.590
C -2.18382 -0.56331 -0.74334 -1.125
Si -1.11341 0.47187 0.41457 1.060
H 1.81080 0.14381 1.85560 0.201
H 2.73510 1.17552 0.54131 0.175
H 2.24902 -0.44233 -1.08845 0.218
H 1.32851 -1.56838 -0.04515 0.233
H 0.92468 1.38928 -0.87752 0.212
H -2.39519 -0.21179 -1.79642 0.239
H -2.09712 -1.65318 -0.94106 0.254
H -3.21285 -0.31189 -0.29771 0.227
H -1.49586 1.62817 1.16981 -0.150
H -0.76997 -0.63982 1.39507 -0.224

***

[20]
20
Properties=species:S:1:pos:R:3:nbo_charge:R:1 method="wB97M-V/def2-TZVPD" e_tot_ev=-81185.3809 homo_lumo_gap_ev=8.107 homo_energy_ev=-4.661 charge=-1
C -1.45079 1.88155 -1.32067 -0.658
C -1.17641 0.40453 -0.63141 0.107
O -2.28146 -0.55913 -0.81669 -0.750
C 0.27579 -0.17482 -1.22415 -0.663
B 1.26093 -0.29736 0.11712 0.003
Br 3.16609 -0.59527 -0.46203 -0.321
C 0.76652 -1.54107 1.09464 -0.325
O 1.42799 -1.57350 2.40922 -0.315
O 1.39933 -0.41564 3.00778 -0.446
H -0.95812 1.98942 -2.38622 0.209
H -0.99737 2.69968 -0.60097 0.208
H -2.61806 2.02890 -1.35615 0.192
H -1.05722 0.61627 0.53504 0.169
H -2.89835 -0.36839 -0.02834 0.455
H 0.13213 -1.18865 -1.79219 0.208
H 0.76575 0.61134 -1.94130 0.202
H 1.19358 0.73909 0.66751 -0.062
H -0.42107 -1.62662 1.16164 0.159
H 1.10517 -2.53783 0.53242 0.186
H 2.36557 -0.09249 3.03476 0.441